{
  "formula": "FH3NOPS",
  "method": "ωB97M-V with the def2-TZVPD basis set",
  "lumo_ev": [-1.94, -2.02],
  "energy_ev": -26427.112,
  "largest_force_ev_per_a": 3.8,
  "e_above_lowest_kj_mol": 354.42,
  "total_charge": 0,
  "symbols": ["N", "O", "F", "P", "S", "H", "H", "H"],
  "coordinates": [[0.114, -0.541, -0.464], [0.429, 1.578, 1.753], [-1.925, 1.399, 1.342], [-0.718, 0.527, 1.858], [-1.239, -0.297, 3.522], [0.698, -1.308, -0.069], [-0.798, -1.100, -0.525], [0.732, 1.367, 0.828]],
  "forces_ev_per_a": [[-2.236, -0.535, 2.982], [1.097, -0.351, -1.045], [0.166, -0.508, -0.465], [-1.297, -1.241, -0.543], [0.788, 0.195, -1.182], [-0.033, 0.652, -0.050], [1.174, 1.115, -0.255], [0.341, 0.673, 0.558]]
}

---

{
  "formula": "FH3OSi",
  "method": "ωB97M-V with the def2-TZVPD basis set",
  "lumo_ev": -0.23,
  "smiles": "FO[SiH3]",
  "energy_ev": -12686.684,
  "largest_force_ev_per_a": 3.7,
  "e_above_lowest_kj_mol": 691.64,
  "total_charge": 0,
  "symbols": ["O", "F", "Si", "H", "H", "H"],
  "coordinates": [[-1.767, 0.523, -0.020], [-3.074, -0.230, 0.034], [-0.199, 0.040, -0.006], [0.258, -0.355, 1.443], [0.304, -0.943, -1.055], [-0.330, 1.455, -0.143]],
  "forces_ev_per_a": [[-3.721, 0.090, -0.372], [1.716, -0.101, 0.123], [0.865, -2.250, 1.620], [-0.211, 0.136, -1.450], [-0.273, 0.719, 0.512], [1.624, 1.407, -0.432]]
}

---

{
  "formula": "FH4N2P3",
  "method": "ωB97M-V with the def2-TZVPD basis set",
  "lumo_ev": -0.44,
  "smiles": "FPN/P=N/P",
  "energy_ev": -33628.725,
  "largest_force_ev_per_a": 5.5,
  "e_above_lowest_kj_mol": 0.00,
  "total_charge": 0,
  "symbols": ["N", "N", "F", "P", "P", "P", "H", "H", "H", "H"],
  "coordinates": [[1.303, -0.413, -0.039], [-1.109, 0.355, 0.140], [-3.353, -0.299, -1.016], [-0.091, -0.917, 0.586], [2.819, -0.714, -0.405], [-2.790, 0.304, 0.414], [-0.531, 1.070, -0.508], [3.506, 0.514, -0.093], [3.227, -1.487, 0.889], [-2.981, 1.587, 0.032]],
  "forces_ev_per_a": [[-5.243, -0.019, 1.609], [1.600, 1.670, -1.586], [0.217, 0.236, 0.770], [2.853, 1.151, -1.254], [2.983, -1.813, 1.185], [0.336, -1.509, -0.838], [-2.074, -1.939, 1.813], [-0.385, -0.338, 0.167], [-0.012, 1.071, -1.670], [-0.275, 1.490, -0.194]]
}

---

{
  "formula": "FHI2OP",
  "method": "ωB97M-V with the def2-TZVPD basis set",
  "lumo_ev": [-6.16, -9.86],
  "s_squared": 2.022,
  "energy_ev": -30261.212,
  "largest_force_ev_per_a": 2.1,
  "e_above_lowest_kj_mol": 191.69,
  "total_charge": 1,
  "spin_multiplicity": 3,
  "symbols": ["O", "F", "P", "I", "I", "H"],
  "coordinates": [[-1.307, -0.336, 1.941], [1.789, 0.394, -0.544], [-1.108, -0.254, 0.530], [-0.239, -2.128, -0.711], [-1.829, 1.675, -0.721], [2.694, 0.649, -0.495]],
  "forces_ev_per_a": [[-0.504, -0.126, 1.615], [0.636, 0.243, 0.058], [0.950, -0.281, 0.492], [0.291, -1.208, -0.934], [-0.704, 1.536, -1.206], [-0.668, -0.164, -0.025]]
}

---

{
  "formula": "FHIOP",
  "method": "ωB97M-V with the def2-TZVPD basis set",
  "lumo_ev": [-1.88, -1.90],
  "energy_ev": -22164.944,
  "largest_force_ev_per_a": 1.9,
  "e_above_lowest_kj_mol": 717.07,
  "total_charge": 0,
  "symbols": ["O", "F", "P", "I", "H"],
  "coordinates": [[0.247, -0.645, -0.449], [-0.150, -0.468, -1.774], [-0.336, -0.133, 4.043], [-1.412, -2.001, 2.875], [0.228, 0.198, 0.059]],
  "forces_ev_per_a": [[0.583, -1.163, 1.327], [-0.162, 0.953, 0.040], [-0.513, -0.892, -0.563], [0.522, 0.903, 0.550], [-0.430, 0.198, -1.353]]
}

---

{
  "formula": "FHIPS",
  "method": "ωB97M-V with the def2-TZVPD basis set",
  "lumo_ev": [-2.96, -3.26],
  "energy_ev": -30957.204,
  "largest_force_ev_per_a": 2.0,
  "e_above_lowest_kj_mol": 232.32,
  "total_charge": 0,
  "symbols": ["F", "P", "S", "I", "H"],
  "coordinates": [[1.677, 1.032, -0.867], [0.726, -0.265, -1.241], [-1.088, -0.219, -0.460], [-2.821, 0.233, 2.809], [1.506, -0.780, -0.241]],
  "forces_ev_per_a": [[-0.981, 0.467, -0.984], [0.439, 1.268, 0.767], [0.293, 0.177, -0.222], [0.120, -0.024, -0.154], [0.130, -1.889, 0.593]]
}